[1]
The following is a quantum chemistry calculation of 2 unconnected molecules or ions with the total composition C5H12NO2 at a distorted geometry, from the OMol25 dataset.

orbital gap	6.966	eV
maximum force	2.83	eV/Å
E	-402.92035	a.u.
multiplicity	1
relative energy (zero: lowest compared OMol25 entry of this formula, charge and spin)	2.969	eV
total charge	-1
HOMO	-3.26	eV
lowest unoccupied orbital energy	3.70	eV

The geometry in XYZ format:
```
20
C5H12NO2 | the OMol25 dataset | ωB97M-V/def2-TZVPD
N 0.73402 1.42921 -0.90034
C 1.69694 1.47306 0.21181
C 1.83933 0.06745 0.82523
C 0.71027 -0.78500 0.16789
C 0.14079 0.07980 -0.99869
C -1.42050 0.19485 -0.64115
O -1.93642 -1.06675 -0.43319
H 1.13002 1.78370 -1.75952
H 2.70578 1.74593 -0.11920
H 1.36911 2.26675 0.89231
H 2.86176 -0.25722 0.63345
H 1.69030 0.12513 1.89626
H 1.19344 -1.66065 -0.28442
H -0.00290 -1.11923 0.90813
H 0.45739 -0.45726 -1.89125
H -1.44627 0.81949 0.27048
H -1.96591 0.58829 -1.51191
H -3.18503 -1.33020 0.28971
H -2.84840 -2.11717 1.34072
O -3.72375 -1.78016 1.10369
```

=====

[2]
The following is a quantum chemistry calculation of 2 unconnected molecules or ions with the total composition C5H12NO2 at a distorted geometry, from the OMol25 dataset.

orbital gap	6.394	eV
maximum force	4.41	eV/Å
E	-402.84980	a.u.
multiplicity	1
relative energy (zero: lowest compared OMol25 entry of this formula, charge and spin)	4.889	eV
total charge	-1
HOMO	-2.57	eV
lowest unoccupied orbital energy	3.82	eV

The geometry in XYZ format:
```
20
C5H12NO2 | the OMol25 dataset | ωB97M-V/def2-TZVPD
C -1.22395 1.00009 -0.82369
O -1.69150 2.02144 -0.08234
C -0.53104 -0.00920 0.29724
C 0.21751 -1.18613 -0.37282
C 0.33039 -1.13547 -1.93632
C -0.15385 -1.96461 -2.83903
N 0.05192 0.84258 1.39570
H -0.65348 1.40938 -1.58584
H -2.05116 0.38102 -1.29122
H -1.42053 -0.48644 0.74562
H 1.34116 -1.08133 -0.15658
H 0.01584 -2.19925 0.05824
H 1.02192 -0.38555 -2.13875
H -0.57947 -2.83457 -2.37028
H -0.32720 -1.73951 -3.92456
H -0.21023 1.77352 1.25379
H -0.38761 0.66908 2.34215
H 1.65859 0.66757 3.44361
H 2.53328 -0.20808 2.42006
O 2.54913 0.21707 3.26752
```

=====

[3]
The following is a quantum chemistry calculation of 2 unconnected molecules or ions with the total composition C5H12NO2 at a distorted geometry, from the OMol25 dataset.

orbital gap	8.963	eV
maximum force	5.65	eV/Å
E	-402.64442	a.u.
multiplicity	1
relative energy (zero: lowest compared OMol25 entry of this formula, charge and spin)	2.107	eV
total charge	+1
HOMO	-13.66	eV
lowest unoccupied orbital energy	-4.70	eV

The geometry in XYZ format:
```
20
C5H12NO2 | the OMol25 dataset | ωB97M-V/def2-TZVPD
O 1.59439 -1.81452 -0.28556
C 1.73479 -1.52674 0.88146
C 1.33988 -0.14201 1.37911
C -0.14716 0.23586 1.44441
C -1.19491 -0.57043 0.56245
C -1.73354 -0.44273 -1.87479
N -0.85526 -0.37211 -0.92100
H 2.21221 -2.12566 1.65313
H 1.85048 0.03875 2.26589
H 1.66771 0.49275 0.63481
H -0.58452 0.13486 2.47164
H -0.21342 1.22872 1.10229
H -1.23392 -1.66473 0.77799
H -2.15967 -0.11389 0.67507
H -1.40548 -0.18483 -2.93073
H -2.74200 -0.61299 -1.86535
H 0.11991 -0.05731 -1.00811
H 0.23983 2.69644 -2.33779
H 1.11116 2.63903 -1.08335
O 0.39952 2.16156 -1.54157
```

=====

[4]
The following is a quantum chemistry calculation of 3 unconnected molecules or ions with the total composition C5H12NO2 at a distorted geometry, from the OMol25 dataset.

orbital gap	6.581	eV
maximum force	3.48	eV/Å
E	-402.50587	a.u.
multiplicity	1
relative energy (zero: lowest compared OMol25 entry of this formula, charge and spin)	5.877	eV
total charge	+1
HOMO	-13.98	eV
lowest unoccupied orbital energy	-7.40	eV

The geometry in XYZ format:
```
20
C5H12NO2 | the OMol25 dataset | ωB97M-V/def2-TZVPD
O -2.68787 -1.90892 0.35559
C -2.23034 -0.94570 -0.05667
C -0.67303 -0.74635 -0.29975
N -0.16470 -0.35985 0.95057
C 0.07187 1.08303 1.11686
C 0.01203 1.61488 -0.32630
C -0.15295 0.38096 -1.22391
H -2.86720 0.04426 -0.44463
H -0.33975 -1.74970 -0.56042
H 0.42157 -0.97277 1.49598
H -2.74640 1.10013 0.19266
H 1.07463 1.21897 1.51656
H -0.69838 1.53783 1.72392
H -0.80696 2.31809 -0.47775
H 0.95699 2.08437 -0.58876
H -0.87503 0.49403 -2.03550
H 0.79591 0.03699 -1.62678
H 4.28047 -1.39493 -0.19325
H 3.28421 -2.33889 0.46404
O 3.34494 -1.49643 0.01756
```

=====

[5]
The following is a quantum chemistry calculation of 2 unconnected molecules or ions with the total composition C5H12NO2 at a distorted geometry, from the OMol25 dataset.

orbital gap	9.977	eV
maximum force	2.52	eV/Å
E	-402.63373	a.u.
multiplicity	1
relative energy (zero: lowest compared OMol25 entry of this formula, charge and spin)	2.398	eV
total charge	+1
HOMO	-13.54	eV
lowest unoccupied orbital energy	-3.57	eV

The geometry in XYZ format:
```
20
C5H12NO2 | the OMol25 dataset | ωB97M-V/def2-TZVPD
O 0.58283 -1.87933 1.38194
C -0.15689 -0.92867 1.37490
C 0.44049 0.46740 1.23546
C 0.14456 0.85645 -0.25754
C -1.28808 1.38154 -0.36504
C -2.17470 0.94196 -1.23257
N 1.93999 0.45326 1.45406
H -1.22672 -0.86585 1.61866
H -0.02365 1.08303 2.01580
H 0.45436 -0.07794 -0.73453
H 0.82273 1.59378 -0.66907
H -1.39681 2.21772 0.31718
H -2.10064 0.03733 -1.82896
H -3.11494 1.43492 -1.44959
H 2.28010 0.28825 0.50206
H 2.22823 -0.39789 1.94694
H 2.28217 1.39008 1.64778
H 0.64910 -0.87489 -3.45156
H 0.02505 -1.87711 -2.37497
O -0.07439 -1.03541 -2.85996
```

=====

[6]
The following is a quantum chemistry calculation of 2 unconnected molecules or ions with the total composition C5H12NO2 at a distorted geometry, from the OMol25 dataset.

orbital gap	3.041	eV
maximum force	7.96	eV/Å
E	-402.53211	a.u.
multiplicity	1
relative energy (zero: lowest compared OMol25 entry of this formula, charge and spin)	5.163	eV
total charge	+1
HOMO	-12.10	eV
lowest unoccupied orbital energy	-9.06	eV

The geometry in XYZ format:
```
20
C5H12NO2 | the OMol25 dataset | ωB97M-V/def2-TZVPD
O 1.37741 -1.04783 -0.43709
C 0.25731 -0.94975 -0.00637
O -0.75634 -1.59201 -0.78889
C -0.19446 -0.31127 1.15658
C -1.71383 -0.41470 1.52577
C -2.45407 0.34923 0.38801
C -1.96145 1.76674 0.11673
N 5.17281 -0.01252 -1.57587
H -0.43981 -2.23975 -1.44012
H 0.49839 0.37413 1.58068
H -2.03263 -1.49989 1.56150
H -1.98146 0.17206 2.40612
H -3.58577 0.38271 0.48834
H -2.18628 -0.30351 -0.41766
H -2.03577 2.32462 1.04376
H -0.92363 1.73500 -0.21983
H -2.57510 2.23968 -0.62797
H 5.44602 -0.32141 -0.68841
H 4.31645 -0.30839 -1.83907
H 5.77220 -0.34313 -2.22621
```

=====

[7]
The following is a quantum chemistry calculation of 2 unconnected molecules or ions with the total composition C5H12NO2 at a distorted geometry, from the OMol25 dataset.

orbital gap	9.657	eV
maximum force	4.53	eV/Å
E	-402.62755	a.u.
multiplicity	1
relative energy (zero: lowest compared OMol25 entry of this formula, charge and spin)	2.566	eV
total charge	+1
HOMO	-13.41	eV
lowest unoccupied orbital energy	-3.75	eV

The geometry in XYZ format:
```
20
C5H12NO2 | the OMol25 dataset | ωB97M-V/def2-TZVPD
O -0.57718 -2.50855 0.92626
C -1.56184 -2.02681 1.43092
C -1.42967 -1.06401 2.60611
C -0.72410 0.25732 2.21954
C 0.40129 0.21210 1.32050
C 0.26249 0.03767 0.00454
N 1.46203 -0.38440 -0.71411
H -2.57470 -2.38576 1.03444
H -2.37629 -0.97154 3.16412
H -0.86830 -1.64889 3.34580
H -1.46440 1.00511 1.87304
H -0.61867 0.89061 3.14111
H 1.37878 0.16587 1.76206
H -0.72071 0.03332 -0.43779
H 1.39149 -0.32272 -1.74167
H 1.68280 -1.37719 -0.55038
H 2.35467 0.09964 -0.43636
H 2.30680 4.26942 -5.67193
H 0.86666 4.40615 -5.21160
O 1.40333 4.27104 -6.00231
```

=====

[8]
The following is a quantum chemistry calculation of a molecular structure, C5H12NO2S2 at a distorted geometry, from the OMol25 dataset.

orbital gap	8.846	eV
maximum force	4.48	eV/Å
E	-1198.96337	a.u.
multiplicity	1
relative energy (zero: lowest compared OMol25 entry of this formula, charge and spin)	1.260	eV
total charge	+1
HOMO	-12.84	eV
lowest unoccupied orbital energy	-3.99	eV

The geometry in XYZ format:
```
22
C5H12NO2S2 | the OMol25 dataset | ωB97M-V/def2-TZVPD
C 0.14811 -1.14626 -0.63077
C -1.02987 -2.08877 -0.29766
C -1.82447 0.04096 -0.42696
C 0.41613 1.39870 -0.04159
C 1.83679 1.18857 0.54766
N -0.39813 0.12022 0.04171
O -2.17513 -1.20177 -0.59704
O 1.71768 0.73883 1.89198
S -2.30598 1.16401 -1.63298
S -2.26696 0.92944 1.68667
H 1.11815 -1.49577 -0.13703
H 0.34216 -1.13571 -1.68984
H -1.21861 -2.96762 -0.83688
H -0.96662 -2.23926 0.79664
H 0.53596 1.76363 -1.02053
H -0.24467 2.00654 0.62008
H 2.54316 0.55080 -0.02735
H 2.29478 2.11797 0.59050
H -0.34868 -0.23070 1.04101
H 2.56710 0.59910 2.21870
H -1.79605 2.15650 -0.91352
H -3.62271 1.38531 1.66172
```

=====

[9]
The following is a quantum chemistry calculation of a gas-phase ion, C5H12NOS (charge -1) at a distorted geometry, from the OMol25 dataset.

orbital gap	6.122	eV
SMILES	CCN[C@H](CO)C[S-]
maximum force	5.23	eV/Å
E	-725.86572	a.u.
multiplicity	1
relative energy (zero: lowest compared OMol25 entry of this formula, charge and spin)	2.418	eV
total charge	-1
HOMO	-2.61	eV
lowest unoccupied orbital energy	3.51	eV

The geometry in XYZ format:
```
20
C5H12NOS | the OMol25 dataset | ωB97M-V/def2-TZVPD
C 0.24030 -1.77606 -0.26319
N 0.92519 -0.69952 0.48205
C 0.06959 0.45552 0.94480
C 0.73275 1.80669 0.73898
S 0.19043 3.15141 1.80213
C -1.35104 0.57541 0.17156
O -2.26454 1.20346 1.02488
C 0.48951 -1.70627 -1.76212
H -0.74137 -1.92062 0.09511
H 0.84817 -2.71886 0.14881
H 1.70207 -0.32625 -0.13382
H -0.09125 0.19610 2.00384
H 1.81840 1.65306 0.87061
H 0.58925 2.28393 -0.28222
H -1.85388 2.00152 1.35628
H -1.68638 -0.49935 0.05483
H -1.35801 1.09584 -0.81123
H -0.48654 -1.52956 -2.28691
H 1.11496 -0.81470 -2.01687
H 1.11239 -2.43175 -2.13753
```

=====

[10]
The following is a quantum chemistry calculation of a gas-phase ion, C5H12NOS (charge -1) at a distorted geometry, from the OMol25 dataset.

orbital gap	5.596	eV
SMILES	CN[C@@H](C[O-])CCS
maximum force	2.28	eV/Å
E	-725.85682	a.u.
multiplicity	1
relative energy (zero: lowest compared OMol25 entry of this formula, charge and spin)	2.660	eV
total charge	-1
HOMO	-2.44	eV
lowest unoccupied orbital energy	3.16	eV

The geometry in XYZ format:
```
20
C5H12NOS | the OMol25 dataset | ωB97M-V/def2-TZVPD
C -0.42605 0.81084 -2.95132
N 0.18658 0.47437 -1.68551
C -0.75796 0.04204 -0.69478
C -0.05631 -0.31114 0.61448
C 0.73599 0.91259 1.12945
S 1.88811 0.64102 2.47715
C -1.68467 -1.27382 -1.08161
O -1.93629 -2.07365 -0.08172
H -0.91710 -0.04721 -3.42296
H 0.32264 1.30065 -3.58833
H -1.15349 1.60953 -2.79570
H 0.96186 -0.16972 -1.82568
H -1.47988 0.85358 -0.50760
H -0.82110 -0.59604 1.33243
H 0.60443 -1.16170 0.39735
H -0.04657 1.63396 1.37899
H 1.18520 1.39067 0.25921
H 1.39832 -0.49429 2.98344
H -1.03248 -1.67441 -1.92902
H -2.52134 -0.78656 -1.65775
```

=====

[11]
The following is a quantum chemistry calculation of 3 unconnected molecules or ions with the total composition C5H12NOS at a distorted geometry, from the OMol25 dataset.

orbital gap (spin up / spin down)	6.278 / 7.605	eV
maximum force	5.36	eV/Å
E	-725.41861	a.u.
multiplicity	3
relative energy (zero: lowest compared OMol25 entry of this formula, charge and spin)	1.577	eV
total charge	+1
HOMO (spin up / spin down)	-9.31 / -13.38	eV
lowest unoccupied orbital energy (spin up / spin down)	-3.03 / -5.77	eV

The geometry in XYZ format:
```
20
C5H12NOS | the OMol25 dataset | ωB97M-V/def2-TZVPD
C -1.18387 -2.06179 -0.31868
C -2.14028 -2.52441 -1.03738
C -1.65387 1.70439 -0.52842
C -0.21966 0.54460 1.15497
C -0.38607 1.34759 0.08322
N 1.06191 0.15722 1.69744
O -0.30416 -1.69917 0.34772
S 3.79625 0.45293 -0.55611
H -2.02618 -3.41560 -1.69719
H -3.11613 -2.12385 -1.15684
H 3.56334 -0.66307 -1.25007
H -2.53101 1.14902 -0.00922
H -1.74361 1.41509 -1.62485
H -1.61370 2.79843 -0.66790
H -0.94715 0.31419 1.87169
H 0.46074 1.63675 -0.46164
H 1.44257 0.48094 2.64006
H 1.85450 0.31571 1.03875
H 0.96633 -0.76746 1.86487
H 4.72004 0.93850 -1.39041
```

=====

[12]
The following is a quantum chemistry calculation of 2 unconnected molecules or ions with the total composition C5H12NPS2 at a distorted geometry, from the OMol25 dataset.

orbital gap (spin up / spin down)	6.069 / 6.381	eV
maximum force	5.57	eV/Å
E	-1389.98085	a.u.
multiplicity	3
HOMO (spin up / spin down)	-5.39 / -8.60	eV
lowest unoccupied orbital energy (spin up / spin down)	0.68 / -2.22	eV

The geometry in XYZ format:
```
21
C5H12NPS2 | the OMol25 dataset | ωB97M-V/def2-TZVPD
C -2.34111 -1.74453 0.40902
C -1.62554 -0.94079 1.51957
C -3.06693 -0.76807 -0.47080
C 4.31980 0.01051 -0.62334
C 2.48469 1.14986 -1.24092
N 3.10343 -0.04103 -1.04135
P -0.65577 0.47034 0.67697
S -1.34279 2.09377 1.84868
S -1.77589 0.46849 -1.08563
H -1.57997 -2.18583 -0.19502
H -2.80635 -2.60629 0.88053
H -2.49074 -0.51552 2.05535
H -0.96491 -1.41065 2.19194
H -3.47672 -1.07913 -1.51290
H -3.83396 -0.20812 -0.07005
H 4.70274 1.05972 -0.55670
H 4.84815 -0.82051 -0.54611
H -0.21069 2.73147 1.47901
H 1.48287 1.10037 -0.60368
H 3.08143 2.04570 -0.90816
H 2.14826 1.19024 -2.20643
```

=====

[13]
The following is a quantum chemistry calculation of a gas-phase ion, C5H12NS (charge +1) at a distorted geometry, from the OMol25 dataset.

orbital gap (spin up / spin down)	8.609 / 8.608	eV
SMILES	CC(C)(C=S)C[NH3+]
maximum force	6.00	eV/Å
E	-650.32120	a.u.
multiplicity	1
relative energy (zero: lowest compared OMol25 entry of this formula, charge and spin)	2.546	eV
total charge	+1
HOMO (spin up / spin down)	-13.10 / -13.10	eV
lowest unoccupied orbital energy (spin up / spin down)	-4.49 / -4.49	eV

The geometry in XYZ format:
```
19
C5H12NS | the OMol25 dataset | ωB97M-V/def2-TZVPD
C -1.49128 -1.08572 0.04085
C 0.69090 -1.43947 -0.97218
C 0.46775 -0.41697 1.49001
C 0.43331 1.00553 -0.62940
C -0.03661 -0.39835 -0.02927
N -0.35675 2.10838 0.05582
S -2.76177 -0.11666 -0.14275
H -1.45840 -2.08949 -0.18641
H 0.41060 -1.40325 -2.08070
H 1.84767 -1.35635 -0.96806
H 0.52267 -2.54619 -0.66807
H -0.26051 0.19097 2.13509
H 0.61023 -1.40114 1.80021
H 1.51137 -0.00918 1.62827
H 1.47696 1.02636 -0.52884
H 0.18752 1.04351 -1.62983
H -0.16786 3.03391 -0.45093
H -0.30581 2.20213 1.04936
H -1.32002 1.65201 0.08681
```